Here is C38H38CrN6O4 as an isolated structure from the OMol25 dataset. Energies are from ωB97M-V/def2-TZVPD.

Structure (XYZ):
```
87
Properties=species:S:1:pos:R:3:lowdin_charge:R:1
H 1.016 -1.178 7.680 0.086
C -2.114 -4.167 0.521 -0.043
H -5.181 5.714 -2.420 0.104
Cr -0.060 0.150 0.185 0.896
C 0.639 -3.871 0.478 -0.005
C 1.189 3.193 -0.410 -0.102
C -5.263 3.625 -1.937 -0.076
C -1.561 -0.941 4.112 -0.100
C 0.159 4.264 1.501 -0.108
H 2.786 0.390 -2.538 0.118
C 1.110 -1.227 4.747 0.042
C -4.536 2.486 -1.631 -0.035
C 0.787 -0.827 3.471 -0.087
C -2.952 -0.807 3.900 0.016
H -3.309 4.248 1.301 0.146
C -2.961 1.014 2.240 -0.157
C 0.070 -5.062 0.883 -0.078
H -1.414 3.779 -1.752 0.110
H 2.775 -1.816 -0.572 0.096
C -3.225 4.887 -2.114 -0.075
C 1.737 4.422 -0.730 0.037
H 1.632 7.732 -0.132 0.082
C 0.376 3.046 0.768 -0.279
C -0.708 4.360 2.618 0.019
H -4.564 -0.184 2.925 0.168
H -2.168 2.970 0.871 0.099
H 4.121 -0.800 -1.086 0.118
H 3.202 7.008 0.204 0.087
N 1.325 0.851 -1.117 -0.056
O -0.951 -0.544 1.881 -0.105
C 0.594 -2.002 7.102 -0.044
C -3.744 2.315 2.201 -0.117
C 1.591 5.585 0.038 -0.258
H -4.594 2.251 1.520 0.122
C -1.156 -1.411 5.388 0.017
N -1.895 3.840 2.758 0.096
H -2.713 5.820 -2.314 0.104
C 3.092 -0.789 -0.724 -0.132
H -3.193 -4.276 0.505 0.111
C -2.346 1.352 -1.158 -0.452
C -1.316 -5.222 0.912 -0.095
N 1.798 -0.190 1.333 0.019
H 0.710 -5.885 1.173 0.105
H -3.610 -1.402 4.526 0.149
H 1.356 -2.778 7.033 0.084
H 2.868 -0.826 2.943 0.133
N -2.956 0.223 -0.944 0.084
C -2.780 3.370 1.676 -0.124
H -1.925 -1.651 6.115 0.126
C -2.495 3.749 -1.805 -0.029
H -1.973 1.205 2.638 0.112
C -0.586 -0.729 3.073 -0.263
H 3.884 -0.479 1.248 0.117
O 0.406 -1.662 -0.300 -0.188
C 2.268 6.873 -0.344 -0.041
C -2.414 -1.873 -0.314 -0.052
H -2.368 4.050 3.627 0.161
H -2.840 0.649 1.222 0.101
C 3.084 -0.072 0.624 -0.171
C 0.159 -1.544 5.738 -0.259
H -6.343 3.574 -1.999 0.105
O -1.087 1.507 -0.990 -0.116
C 0.836 5.460 1.175 0.019
N -2.000 -0.676 -0.481 -0.039
N -3.571 -0.038 3.042 0.107
H -5.028 1.539 -1.454 0.109
C -0.160 -2.781 0.099 -0.320
C 2.185 -0.124 -1.784 -0.153
H -0.397 4.994 3.445 0.153
H 1.716 -3.755 0.439 0.108
C -1.558 -2.946 0.130 -0.151
H -0.246 -2.407 7.665 0.079
O -0.065 1.938 1.210 -0.088
C 1.648 2.077 -1.226 -0.068
C 1.879 -0.600 2.534 -0.055
H 3.293 0.993 0.491 0.123
H 2.357 4.474 -1.620 0.129
H 2.436 2.335 -1.938 0.140
C -3.145 2.543 -1.559 -0.153
H 2.163 -1.329 4.994 0.131
H -4.129 2.601 3.185 0.120
H -3.459 -2.088 -0.535 0.137
H -1.754 -6.162 1.217 0.099
C -4.610 4.828 -2.176 -0.083
H 1.563 -0.870 -2.271 0.121
H 2.506 6.890 -1.407 0.080
H 0.699 6.323 1.819 0.130
```

The value obtained for the gap between HOMO and LUMO (alpha / beta) is 6.1 / 6.1 eV. The value obtained for the relative energy (zero: lowest compared OMol25 entry of this formula, charge and spin) is 0.000 eV. Its expectation value of S² is 0.76. The total charge is +1. The highest occupied orbital energy (alpha / beta) comes out at -0.344 / -0.347 hartree. Its multiplicity is 2.